ORCA calculation (ωB97M-V/def2-TZVPD) on an isolated ion of composition C9H13N2O3 and charge +1.

Calculated values
lowest unoccupied orbital energy: -4.437 eV
SMILES: C=C(c1ccc([N+](=O)[O-])o1)[N+](C)(C)C
molecular weight: 197.21 g/mol
orbital gap: 8.48 eV
E_HOMO: -12.9215 eV
energy relative to the best compared isomer or geometry (same formula, charge and spin): 99.3 kcal per mole

```
! wB97M-V def2-TZVPD RIJCOSX def2/J DEFGRID3
* xyz 1 1
C -0.1773 1.9790 -0.5703
C -0.5338 0.7944 -0.0580
C -1.6106 0.4290 0.7843
C -2.8257 1.1142 0.9314
C -3.4960 0.5171 2.0122
C -2.7474 -0.5595 2.4089
N -2.7572 -1.4574 3.4900
O -3.7323 -1.5180 4.1847
O -1.7733 -2.0739 3.6629
O -1.5989 -0.5668 1.7180
N 0.6028 -0.3252 -0.1844
C -0.0251 -1.7107 -0.3431
C 1.4163 -0.3598 1.0371
C 1.4165 -0.2374 -1.4471
H 0.7558 2.1755 -1.1538
H -0.8197 2.8151 -0.5153
H -3.3002 1.8848 0.2697
H -4.4596 0.7183 2.4181
H 0.8772 -2.4059 -0.3368
H -0.6477 -1.8992 0.5644
H -0.7694 -1.7525 -1.1423
H 2.1973 -1.1225 0.9169
H 2.0090 0.6347 1.3154
H 0.7626 -0.6381 1.8540
H 1.9796 -1.1432 -1.2920
H 0.7518 -0.3197 -2.2531
H 1.9875 0.7185 -1.3303
*
```

---

ORCA calculation (ωB97M-V/def2-TZVPD) on an isolated ion of composition C19H17O6S and charge -1.

Calculated values
lowest unoccupied orbital energy: 0.973 eV
SMILES: Cc1c(S(=O)(=O)[O-])oc2c1C(=O)C(=O)c1c-2ccc2c1CCCC2(C)C
molecular weight: 373.41 g/mol
orbital gap: 6.14 eV
E_HOMO: -5.1714 eV
energy relative to the best compared isomer or geometry (same formula, charge and spin): 0.0 kcal per mole

```
! wB97M-V def2-TZVPD RIJCOSX def2/J DEFGRID3
* xyz -1 1
C -2.9591 -0.7132 4.8943
C -2.2958 -1.1977 3.6241
C -2.3493 -2.4331 3.0510
S -3.2855 -3.8735 3.5904
O -3.0487 -4.1596 5.0234
O -4.7252 -3.6481 3.4158
O -2.8085 -4.9953 2.7404
O -1.4935 -2.4869 1.9610
C -1.0063 -1.2191 1.7705
C -1.4699 -0.3798 2.7469
C -1.1419 1.0609 2.7227
O -1.7414 1.8482 3.4440
C -0.1832 1.4961 1.6804
O 0.3359 2.6093 1.8315
C 0.1594 0.6147 0.5174
C -0.1938 -0.7358 0.6342
C 0.0784 -1.6064 -0.3998
C 0.7364 -1.1540 -1.5575
C 1.1502 0.1750 -1.7151
C 0.8272 1.0830 -0.6672
C 1.0780 2.5693 -0.8522
C 1.3912 2.9878 -2.3067
C 2.4202 2.0605 -2.9461
C 1.9157 0.6214 -3.0197
C 0.9450 0.4133 -4.1949
C 3.2163 -0.2447 -3.2808
H -3.3865 -1.5274 5.4747
H -2.2762 -0.1261 5.4987
H -3.7371 0.0548 4.6744
H -0.2803 -2.6242 -0.3251
H 0.9908 -1.9122 -2.2846
H 1.8860 2.9200 -0.1767
H 0.2220 3.1532 -0.5519
H 0.4750 2.9536 -2.8949
H 1.7547 4.0369 -2.3332
H 3.3100 2.1238 -2.3259
H 2.7286 2.4115 -3.9367
H 0.9293 -0.6295 -4.4706
H 1.2618 0.9994 -5.0438
H -0.0816 0.7367 -3.9928
H 3.9366 -0.0936 -2.4270
H 3.7340 0.1342 -4.1680
H 2.9808 -1.3036 -3.4244
*
```

---

ORCA calculation (ωB97M-V/def2-TZVPD) on C23H24N5P2PtS2 as an isolated structure.

Calculated values
lowest unoccupied orbital energy: -5.377 eV
molecular weight: 691.64 g/mol
orbital gap: 5.35 eV
E_HOMO: -10.7308 eV
energy relative to the best compared isomer or geometry (same formula, charge and spin): 43.7 kcal per mole

```
! wB97M-V def2-TZVPD RIJCOSX def2/J DEFGRID3
* xyz 1 1
Pt 0.0559 -0.0745 -0.8158
C -2.0373 -1.3899 -3.2189
C -2.5185 -1.8332 -1.8830
C -3.6484 -2.6779 -1.8308
C -4.0935 -3.1495 -0.6306
C -3.4414 -2.7514 0.5572
C -3.8593 -3.1883 1.8287
C -3.2207 -2.7483 2.9622
C -2.1500 -1.8659 2.8583
C -1.6924 -1.4352 1.6222
S -0.3311 -0.3715 1.6054
C -2.3344 -1.8676 0.4304
N -1.9021 -1.4475 -0.7820
H -1.9803 -2.2447 -3.8900
H -1.0589 -0.9130 -3.1526
H -2.7490 -0.6815 -3.6483
H -4.1387 -2.9510 -2.7515
H -4.9319 -3.8291 -0.5678
H -4.7003 -3.8630 1.8910
H -3.5427 -3.0804 3.9354
H -1.6582 -1.4995 3.7444
C 3.8693 0.0611 -1.3901
P 2.5743 -0.2905 -0.1495
C 3.1505 -1.8806 0.5343
C 2.8633 0.9215 1.1785
C 3.7567 0.6757 2.2135
C 3.9017 1.5944 3.2365
C 3.1392 2.7506 3.2488
C 2.2397 2.9994 2.2275
C 2.1023 2.0962 1.1805
P 0.8877 2.3300 -0.1500
C 1.7284 3.3596 -1.4042
C -0.3341 3.5067 0.5204
H 4.8426 -0.0149 -0.9028
H 3.7524 1.0550 -1.8143
H 3.7895 -0.6767 -2.1871
H 4.2257 -1.8410 0.7043
H 2.9379 -2.6687 -0.1857
H 2.6276 -2.0931 1.4665
H 4.3464 -0.2287 2.2220
H 4.6067 1.3984 4.0297
H 3.2398 3.4550 4.0618
H 1.6528 3.9037 2.2554
H 2.1372 4.2434 -0.9133
H 0.9963 3.6575 -2.1531
H 2.5266 2.8113 -1.8972
H 0.1318 4.4824 0.6578
H -0.7322 3.1385 1.4661
H -1.1413 3.6081 -0.2037
S 0.4905 -4.4512 -1.6872
C 0.7579 -2.8944 -1.7980
N 1.0124 -1.7411 -1.8739
N -1.0243 1.3672 -2.0073
C -2.1776 1.6045 -2.1276
N -3.3743 1.7528 -2.3773
C -4.3326 2.5891 -2.2023
N -5.2392 3.2813 -2.0424
*
```

---

ORCA calculation (ωB97M-V/def2-TZVPD) on a 6-piece molecular cluster, C31H48BBr2NO21S overall.

Calculated values
lowest unoccupied orbital energy: 0.169 eV
SMILES: CCOB(O)[C@]1(C[C@H](O)CN)OC(=O)O[C@@]1(S)/C(Br)=C(\C)Br.C[C@@H]1COC(=O)O1.C[C@@H]1COC(=O)O1.C[C@@H]1COC(=O)O1.C[C@@H]1COC(=O)O1.C[C@@H]1COC(=O)O1
molecular weight: 973.40 g/mol
orbital gap: 9.42 eV
E_HOMO: -9.2511 eV
energy relative to the best compared isomer or geometry (same formula, charge and spin): 0.0 kcal per mole

```
! wB97M-V def2-TZVPD RIJCOSX def2/J DEFGRID3
* xyz 0 1
C 5.4962 1.7335 -1.7609
C 4.5931 2.7893 -2.3694
O 3.7835 2.2048 -3.4117
B 2.5587 2.7654 -3.6748
O 2.3991 3.8616 -4.4889
C 1.2508 2.1364 -2.9219
C 0.1326 3.1661 -2.6444
C -0.1905 3.4670 -1.1732
O -1.3105 2.6441 -0.8430
C -0.4920 4.9828 -0.9373
N -1.7454 5.3110 -0.2867
O 1.8065 1.6103 -1.6766
C 2.0696 0.3000 -1.7968
O 2.6504 -0.3522 -1.0012
O 1.5526 -0.1968 -2.9412
C 0.7725 0.7923 -3.6187
S 1.3654 0.9166 -5.3340
C -0.7097 0.4517 -3.4994
Br -1.8142 1.0082 -4.9280
C -1.2440 -0.1476 -2.4331
C -0.5265 -0.5514 -1.1711
Br -3.0841 -0.5687 -2.3826
H 6.3870 2.1900 -1.3240
H 5.8319 1.0601 -2.5526
H 4.9697 1.1403 -1.0109
H 5.1898 3.6031 -2.7993
H 3.9376 3.2140 -1.5979
H 2.9842 4.5957 -4.2685
H -0.8037 2.8228 -3.0914
H 0.3913 4.0937 -3.1598
H 0.6515 3.1861 -0.5346
H -1.3673 2.5343 0.1127
H 0.3158 5.3960 -0.3223
H -0.4562 5.5141 -1.8931
H -1.8316 4.9132 0.6402
H -2.5386 5.0203 -0.8436
H 1.0685 -0.3232 -5.7476
H -1.2441 -0.7733 -0.3833
H 0.0921 0.2700 -0.8035
H 0.0838 -1.4456 -1.3270
C -5.5017 -4.9816 0.1228
C -4.4159 -4.0140 -0.2646
C -3.0024 -4.5519 -0.1731
O -2.2456 -3.3636 0.1178
C -3.0645 -2.5157 0.7717
O -2.6959 -1.5581 1.3821
O -4.3452 -2.9202 0.6806
H -5.4410 -5.8741 -0.5008
H -5.3927 -5.2736 1.1678
H -6.4865 -4.5354 -0.0061
H -4.6041 -3.5822 -1.2509
H -2.6345 -5.0101 -1.0865
H -2.8845 -5.2421 0.6617
C -3.1020 -1.4728 4.5054
C -2.3299 -2.0322 5.6667
C -1.1982 -2.9606 5.2718
O -1.1308 -3.8664 6.3769
C -2.3645 -3.9131 6.9474
O -2.7026 -4.7234 7.7481
O -3.1426 -2.9229 6.4625
H -2.4279 -0.9563 3.8236
H -3.5893 -2.2801 3.9584
H -3.8710 -0.7721 4.8265
H -1.9637 -1.2451 6.3310
H -0.2393 -2.4685 5.1360
H -1.4543 -3.5269 4.3717
C -2.0763 8.5896 1.5603
C -3.3449 7.9101 1.9998
C -4.0102 8.4754 3.2406
O -4.6500 7.3220 3.7992
C -3.9529 6.2291 3.4045
O -4.0897 5.1351 3.8479
O -3.0771 6.5631 2.4306
H -2.2649 9.6484 1.3762
H -1.3117 8.4941 2.3323
H -1.7007 8.1324 0.6461
H -4.0595 7.8477 1.1744
H -4.7510 9.2446 3.0414
H -3.2723 8.8458 3.9571
C -0.7334 -7.5456 5.2351
C -0.6470 -7.2717 3.7576
C -1.7489 -6.3981 3.1925
O -1.8522 -6.8686 1.8429
C -1.4448 -8.1680 1.8247
O -1.6084 -8.9064 0.9097
O -0.8401 -8.4793 2.9889
H -0.7383 -6.6056 5.7899
H -1.6464 -8.0956 5.4643
H 0.1157 -8.1387 5.5702
H 0.3335 -6.8714 3.4859
H -1.5161 -5.3362 3.1896
H -2.7017 -6.5705 3.7001
C 6.0854 -1.1509 -4.4023
C 6.9712 -0.2652 -5.2357
C 8.0885 -0.9607 -5.9891
O 9.0945 0.0551 -6.0508
C 8.9184 0.8807 -4.9892
O 9.6983 1.7015 -4.6309
O 7.7266 0.6333 -4.3989
H 5.6261 -1.9209 -5.0234
H 6.6609 -1.6292 -3.6090
H 5.2910 -0.5642 -3.9426
H 6.3771 0.3513 -5.9164
H 7.8226 -1.2747 -6.9945
H 8.4832 -1.8104 -5.4257
*
```

---

ORCA calculation (ωB97M-V/def2-TZVPD) on a 2-piece molecular cluster, C14H10F3OS overall.

Calculated values
lowest unoccupied orbital energy: 2.644 eV
molecular weight: 283.29 g/mol
orbital gap: 5.61 eV
E_HOMO: -2.9676 eV
energy relative to the best compared isomer or geometry (same formula, charge and spin): 0.0 kcal per mole

```
! wB97M-V def2-TZVPD RIJCOSX def2/J DEFGRID3
* xyz -1 1
C -5.4940 0.6534 1.3219
C -5.0361 -0.6736 1.3133
C -3.6632 -0.9387 1.3106
C -2.7420 0.1261 1.3165
C -1.2674 -0.1208 1.3720
O -0.4198 0.7357 1.5857
C -3.2046 1.4533 1.3169
C -4.5769 1.7166 1.3198
H -6.5677 0.8599 1.3339
H -5.7488 -1.5032 1.3134
H -3.2825 -1.9635 1.3085
H -0.9730 -1.1832 1.2214
H -2.4761 2.2695 1.3197
H -4.9281 2.7511 1.3245
F 5.4809 -2.1128 -0.1738
C 5.4244 -0.8879 -0.7743
F 6.0546 -0.0063 0.0555
F 6.1767 -0.9687 -1.9176
C 4.0179 -0.4731 -1.0763
C 3.7003 0.8881 -1.0982
C 2.4093 1.2708 -1.3991
C 1.4120 0.2959 -1.6973
S -0.1348 0.7476 -2.0771
C 1.7780 -1.0819 -1.6620
C 3.0698 -1.4598 -1.3599
H 4.4722 1.6240 -0.8718
H 2.1354 2.3230 -1.4135
H 1.0213 -1.8321 -1.8797
H 3.3622 -2.5096 -1.3330
*
```

---

ORCA calculation (ωB97M-V/def2-TZVPD) on one molecule with the formula C24H30F2N4O2.

Calculated values
lowest unoccupied orbital energy: 0.635 eV
SMILES: O=C(NCCCN1CCN(CCCNC(=O)c2ccccc2F)CC1)c1ccccc1F
molecular weight: 444.53 g/mol
orbital gap: 9.07 eV
E_HOMO: -8.4314 eV
energy relative to the best compared isomer or geometry (same formula, charge and spin): 5.5 kcal per mole

```
! wB97M-V def2-TZVPD RIJCOSX def2/J DEFGRID3
* xyz 0 1
O -5.1879 -2.0985 -0.8034
C -4.7204 -1.1681 -0.1756
N -3.7439 -1.3152 0.7446
C -3.0808 -2.5807 0.9598
C -1.6929 -2.6234 0.3163
C -0.7350 -1.6090 0.9436
N 0.6516 -1.9076 0.6289
C 1.5549 -1.1507 1.4777
C 3.0064 -1.5045 1.1760
N 3.3105 -1.2384 -0.2172
C 4.7156 -1.4564 -0.5238
C 5.1708 -0.6914 -1.7689
C 5.2047 0.8204 -1.5443
N 3.9107 1.3266 -1.1612
C 3.7162 1.9831 -0.0023
O 4.6273 2.3384 0.7243
C 2.2888 2.2597 0.3667
C 2.0362 2.5325 1.7110
C 0.7549 2.7515 2.1783
C -0.3165 2.7108 1.3008
C -0.0955 2.4699 -0.0430
C 1.1944 2.2523 -0.4917
F 1.3512 2.0338 -1.8218
C 2.4204 -2.0313 -1.0432
C 0.9735 -1.6447 -0.7616
C -5.2595 0.2220 -0.3470
C -6.5820 0.3418 -0.7705
C -7.1606 1.5780 -0.9830
C -6.4188 2.7327 -0.7925
C -5.0975 2.6446 -0.3919
C -4.5405 1.3986 -0.1735
F -3.2369 1.3604 0.2069
H -3.3426 -0.5128 1.1995
H -3.0036 -2.7596 2.0367
H -3.7189 -3.3460 0.5121
H -1.8042 -2.4367 -0.7521
H -1.2728 -3.6207 0.4496
H -0.8337 -1.6656 2.0323
H -1.0013 -0.5824 0.6316
H 1.3400 -1.3975 2.5207
H 1.4139 -0.0653 1.3423
H 3.6563 -0.8872 1.8008
H 3.1756 -2.5667 1.4272
H 4.9322 -2.5314 -0.6558
H 5.3009 -1.1001 0.3273
H 4.5116 -0.9165 -2.6091
H 6.1749 -1.0247 -2.0356
H 5.5354 1.3191 -2.4637
H 5.8971 1.0788 -0.7390
H 3.1272 0.9402 -1.6599
H 2.8859 2.5583 2.3764
H 0.5902 2.9502 3.2262
H -1.3235 2.8673 1.6548
H -0.9101 2.4418 -0.7493
H 2.6400 -1.8491 -2.0970
H 2.5462 -3.1109 -0.8437
H 0.3179 -2.2420 -1.3965
H 0.8256 -0.5784 -1.0087
H -7.1372 -0.5698 -0.9311
H -8.1888 1.6429 -1.3033
H -6.8622 3.7018 -0.9616
H -4.4913 3.5258 -0.2496
*
```